Record 1
{"formula": "C3H7NOS", "method": "ωB97M-V/def2-TZVPD", "max_force_ha_per_bohr": 0.101, "relative_energy_ev": 6.3214, "spin_multiplicity": 1, "homo_lumo_gap_ev": 8.5, "homo_ev": -8.16, "symbols": ["C", "C", "C", "N", "O", "S", "H", "H", "H", "H", "H", "H", "H"], "positions_angstrom": [[-0.1482, -1.1951, 1.2305], [-0.6740, 1.6476, -0.2733], [-1.0603, 0.2396, 0.7189], [0.1219, 1.3967, -1.1905], [1.9388, -0.2011, -2.6263], [1.0246, -0.2953, -1.5325], [0.5629, -1.4336, 0.4000], [-0.8799, -1.8785, 1.5263], [-1.8280, -0.1415, 0.0157], [0.3973, -0.8816, 2.2139], [-1.5556, 0.5134, 1.6447], [0.3781, 2.0778, -1.7912], [1.7223, 0.1515, -0.3361]], "nbo_charge": [-0.605, 0.178, -0.529, -0.726, -0.914, 1.161, 0.187, 0.211, 0.204, 0.208, 0.212, 0.386, 0.026]}


Record 2
{"formula": "C21H29INO4STl", "method": "ωB97M-V/def2-TZVPD", "max_force_ha_per_bohr": 0.006, "relative_energy_ev": 0.0000, "spin_multiplicity": 1, "homo_lumo_gap_ev": 8.4, "homo_ev": -8.29, "symbols": ["Tl", "O", "C", "C", "C", "C", "C", "C", "C", "C", "N", "H", "H", "H", "H", "H", "H", "H", "H", "H", "H", "H", "C", "C", "C", "S", "O", "C", "C", "C", "H", "H", "H", "H", "H", "H", "H", "H", "H", "H", "H", "H", "H", "H", "I", "C", "C", "C", "C", "C", "C", "C", "O", "O", "H", "H", "H", "H"], "positions_angstrom": [[-0.1804, -0.4885, -0.2244], [-0.5097, -0.2463, 2.4342], [-0.2435, 1.0607, 2.9627], [-1.4383, 1.9954, 2.8696], [-1.9751, 2.1986, 1.4443], [-1.0307, 3.0181, 0.6104], [-1.1052, 4.4106, 0.6106], [-0.2143, 5.1426, -0.1489], [0.7469, 4.4708, -0.8890], [0.7655, 3.0920, -0.8266], [-0.0946, 2.3738, -0.1000], [-1.3727, -0.5430, 2.7486], [0.6002, 1.4416, 2.3863], [0.0720, 0.9755, 4.0042], [-1.1361, 2.9576, 3.2960], [-2.2459, 1.6070, 3.4981], [-2.9417, 2.7014, 1.4939], [-2.1586, 1.2359, 0.9642], [-1.8715, 4.9025, 1.1967], [-0.2694, 6.2237, -0.1703], [1.4626, 5.0010, -1.5026], [1.5090, 2.5250, -1.3782], [7.3229, -0.8245, 0.4846], [5.8994, -0.9437, -0.0578], [5.1060, 0.3278, 0.1986], [3.3472, 0.1843, -0.1630], [2.8804, -1.0891, 0.4763], [3.4651, -0.1106, -1.9693], [3.2557, -1.5723, -2.3380], [3.1272, -1.7390, -3.8505], [7.8957, -1.7300, 0.2819], [7.3152, -0.6655, 1.5655], [7.8503, 0.0163, 0.0269], [5.3812, -1.7771, 0.4181], [5.9350, -1.1511, -1.1296], [5.4734, 1.1828, -0.3786], [5.1345, 0.5966, 1.2580], [4.4305, 0.2660, -2.3148], [2.6810, 0.5071, -2.4144], [2.3594, -1.9410, -1.8407], [4.0807, -2.1747, -1.9591], [2.2715, -1.1791, -4.2354], [2.9858, -2.7885, -4.1108], [4.0207, -1.3829, -4.3699], [-4.1945, -5.0785, -5.3828], [-4.0109, -3.7230, -3.7979], [-5.1541, -3.2244, -3.1890], [-5.0217, -2.3034, -2.1588], [-3.7677, -1.8860, -1.7250], [-2.6424, -2.4114, -2.3430], [-2.7499, -3.3260, -3.3851], [-3.6901, -0.8499, -0.6113], [-4.7299, -0.2858, -0.2932], [-2.5332, -0.6336, -0.0911], [-6.1339, -3.5457, -3.5163], [-5.8911, -1.8796, -1.6741], [-1.6573, -2.1077, -2.0140], [-1.8637, -3.7216, -3.8643]], "nbo_charge": [0.848, -0.755, -0.065, -0.416, -0.470, 0.249, -0.252, -0.150, -0.269, 0.047, -0.500, 0.489, 0.187, 0.175, 0.211, 0.211, 0.228, 0.273, 0.222, 0.221, 0.223, 0.188, -0.599, -0.420, -0.600, 1.244, -0.986, -0.604, -0.408, -0.603, 0.217, 0.206, 0.201, 0.233, 0.198, 0.221, 0.232, 0.223, 0.220, 0.225, 0.212, 0.205, 0.219, 0.201, 0.123, -0.140, -0.257, -0.150, -0.152, -0.165, -0.263, 0.781, -0.665, -0.929, 0.223, 0.244, 0.198, 0.220]}


Record 3
{"formula": "C6H15NO", "method": "ωB97M-V/def2-TZVPD", "max_force_ha_per_bohr": 0.079, "relative_energy_ev": 3.4255, "spin_multiplicity": 1, "homo_lumo_gap_ev": 9.9, "homo_ev": -8.87, "symbols": ["C", "C", "C", "C", "C", "C", "N", "O", "H", "H", "H", "H", "H", "H", "H", "H", "H", "H", "H", "H", "H", "H", "H"], "positions_angstrom": [[0.0187, -0.2055, -0.8154], [1.4490, 0.9694, 0.7006], [-0.9978, -0.2800, 0.8744], [-0.9039, 0.1293, -1.9604], [0.6636, -1.5711, -0.9324], [-1.9573, 0.8855, 1.0807], [2.4692, 0.0065, 0.9866], [0.8721, 0.8382, -0.5891], [3.3795, 0.2718, 0.6320], [2.5294, -0.2430, 1.9661], [1.8012, 2.0062, 0.7201], [0.4170, 0.5763, 1.3102], [-0.6274, -0.7009, 1.8132], [-1.5624, -1.1424, 0.5155], [-1.7663, -0.5398, -1.9453], [-0.3958, 0.0030, -2.9197], [-1.2468, 1.1587, -1.8831], [-0.1086, -2.3324, -1.0468], [1.2840, -1.7960, -0.0709], [1.3062, -1.6028, -1.8184], [-2.4604, 1.1553, 0.1555], [-2.7383, 0.6373, 1.8097], [-1.4247, 1.7762, 1.4169]], "nbo_charge": [0.412, 0.062, -0.537, -0.663, -0.683, -0.628, -0.875, -0.564, 0.364, 0.371, 0.167, 0.213, 0.212, 0.203, 0.217, 0.222, 0.224, 0.207, 0.244, 0.211, 0.207, 0.210, 0.202]}